# C60H73F7N2O2

A 9-piece molecular cluster, C60H73F7N2O2 overall in a non-equilibrium geometry (wB97M-V/def2-TZVPD, the Open Molecules 2025 dataset).

The calculation puts the gap between HOMO and LUMO at 0.32993 hartree. The value obtained for the HOMO energy is -0.3104 Eh. As for the SMILES: CC1(C)CCCC(C)(C)N1O.CC1(C)CCCC(C)(C)N1O.Fc1ccccc1.Fc1ccccc1.Fc1ccccc1.Fc1ccccc1.Fc1ccccc1.Fc1ccccc1.Fc1ccccc1. As for the total charge: 0. As for the LUMO energy: 0.53 eV.

```
144
C60H73F7N2O2, DFT wB97M-V/def2-TZVPD
F -1.1784 3.7708 4.5390
F -2.6653 -2.2004 -3.7956
F -1.9190 -3.9599 3.2873
F 4.8999 -0.0683 -2.4592
F -3.1674 2.0898 -1.8494
F -2.3985 5.6206 -3.5782
F -7.2539 -3.6294 0.0979
O 3.0267 8.2359 2.3358
O 1.2462 -5.9828 1.0845
N 2.5991 -5.7985 0.5469
N 2.6918 6.8783 2.2752
C 2.8602 0.8853 -1.9414
C 4.2771 -4.1334 0.2699
C -6.5283 -1.2535 -2.5140
C 3.5416 6.7736 4.5177
C -2.7391 -4.9406 -0.0629
C -7.1628 -3.9588 -2.2243
C -1.9909 1.8452 0.1997
C -1.9432 -1.0157 -0.2966
C -6.8643 -1.7721 -1.2417
C 3.1885 -4.5071 2.5356
C 3.3732 0.4101 0.6807
C 4.3783 0.0303 -0.2032
C 2.9737 -4.4322 0.9704
C 0.7668 -1.3916 -4.7239
C -3.6289 -3.2290 1.8312
C -4.2426 -3.1903 0.6626
C -1.3105 1.7563 5.4956
C -2.5546 -0.1186 -1.1879
C 0.4331 2.7370 -4.2018
C -1.9983 -4.8334 1.1324
C -2.5520 1.2922 -0.9654
C 3.9971 0.2324 -1.5151
C 1.5756 4.9817 1.2479
C -1.8044 2.5968 4.5327
C 1.9055 -3.3748 0.8078
C -0.7577 2.7399 -4.9724
C 2.4845 -7.6972 -0.8405
C 1.4742 -5.5048 -1.6185
C -2.4805 -3.9883 2.0591
C -1.8676 0.4898 5.6691
C -6.4046 -2.1468 -3.5809
C 2.3693 6.4663 3.6501
C -2.7483 2.2515 3.5827
C 1.0370 7.1474 4.2124
C 1.9214 1.2983 -1.0606
C 1.1706 4.4662 2.6198
C 2.5997 -6.1563 -0.8588
C 1.2308 -2.6474 -4.9781
C 0.4869 -3.7716 -4.7884
C -0.5636 -1.2761 -4.3631
C 1.8147 6.5366 1.1793
C 2.2082 4.9695 3.6514
C -1.4941 4.6120 -3.7914
C -1.4258 -0.4112 0.8261
C -6.8196 -3.4471 -3.4663
C 2.1462 0.9710 0.2747
C -1.7418 3.7194 -4.8227
C -3.3552 0.9993 3.7579
C 0.6839 3.6558 -3.2340
C 0.4073 7.3031 1.1092
C 2.5617 6.8589 -0.1924
C -7.0676 -3.1198 -1.1412
C -1.4102 0.9476 1.0550
C -3.8542 -4.1719 -0.3027
C 3.9099 -5.7235 -1.4494
C -2.9127 0.1034 4.7757
C -0.8141 -3.6191 -4.3973
C 4.1477 -4.2349 -1.2650
C -1.3452 -2.3581 -4.1645
C -0.3309 4.6303 -3.0323
H -0.5908 2.1973 6.1682
H 0.9046 -3.6723 1.1819
H -4.4091 -4.3452 -1.2075
H -6.0708 -1.8337 -4.5076
H 3.6422 -3.5640 2.8647
H -1.0377 -5.3044 1.1893
H 0.9452 8.1850 3.9365
H -2.3565 -5.5728 -0.8531
H 2.2262 -2.5032 1.4027
H 4.3087 6.1050 4.1944
H 2.3766 -8.0533 -1.9075
H 4.7172 -6.2567 -0.9200
H 1.3819 -4.4124 -1.6035
H -0.9797 1.2664 2.0040
H 5.3183 -0.4668 0.0592
H 1.3965 -6.1518 2.0042
H 5.1052 -4.7391 0.6674
H -6.4869 -0.1674 -2.6702
H 3.5004 6.3429 -0.2307
H -3.9453 -2.5705 2.5919
H 5.0794 -3.9235 -1.7171
H -3.0246 -0.4975 -2.1073
H -6.7659 -4.1165 -4.3502
H -0.9267 -1.0518 1.5313
H 3.3741 6.4868 5.5850
H 1.0009 -4.7345 -4.9314
H -4.1953 0.6708 3.1588
H 1.5640 3.6417 -2.5934
H -1.8760 -2.0763 -0.3961
H 0.1498 4.6201 2.8654
H 4.0300 -6.1031 -2.4563
H 2.6564 7.9157 -0.3624
H 0.5700 -5.8687 -1.2195
H 2.2544 -4.6834 3.0671
H 1.0869 1.8977 -4.4545
H 0.1526 6.6886 3.8149
H 2.3215 -2.7425 -5.1306
H -6.8587 -1.1869 -0.3582
H 0.9861 7.0922 5.2845
H 3.3566 -8.1280 -0.3791
H 2.2570 8.8074 2.1582
H -0.1404 5.3727 -2.2931
H -0.1342 7.2205 2.0548
H 3.5388 0.1458 1.7203
H 4.6533 -3.1240 0.5320
H -0.8930 -0.2433 -4.1208
H 3.3753 -3.5334 -1.5411
H -5.1516 -2.5774 0.5369
H 1.0028 1.7036 -1.4239
H 3.8407 7.7838 4.3842
H 2.7811 1.0903 -3.0150
H -1.8548 2.9613 0.3431
H 1.8304 -3.0255 -0.2437
H 3.1665 4.5446 3.4191
H 1.4363 1.0937 1.0425
H 0.3999 8.3039 0.8393
H 2.4649 4.4047 1.0123
H -0.2769 6.8555 0.4075
H -1.5898 -0.1410 6.4833
H 3.9150 -5.3443 2.6907
H -3.1862 2.9173 2.8358
H 1.6227 -5.8390 -2.6741
H -1.4107 -4.4995 -4.2430
H -3.3194 -0.9015 4.9595
H -7.3680 -5.0150 -1.9956
H 1.5918 -7.9894 -0.3193
H -2.7133 3.6783 -5.2731
H 1.4438 -0.4990 -4.7927
H 1.8751 4.6459 4.6499
H 1.0835 3.4130 2.5370
H 1.9143 6.3943 -0.9734
H 0.7776 4.7766 0.4832
H -0.9062 1.9975 -5.7883
```



# C17H30ClF8N2O2S

A 3-piece molecular cluster, C17H30ClF8N2O2S overall (wB97M-V/def2-TZVPD, the Open Molecules 2025 dataset).

The calculation puts the gap between HOMO and LUMO at 0.30460 hartree. The value obtained for the HOMO energy is -0.4065 Eh. As for the total charge: +1. As for the LUMO energy: -2.77 eV.

```
61
C17H30ClF8N2O2S, DFT wB97M-V/def2-TZVPD
Cl -3.5777 2.6892 1.5722
S -2.7845 0.2051 2.8643
F 0.1163 -2.2179 -0.7541
F 2.6749 -2.3201 -0.7038
F -1.3741 2.7446 6.0099
F -3.3511 2.5577 6.8507
F 2.1682 -1.4615 1.2042
F 2.7558 -3.5249 1.0796
F 0.5973 -4.2580 -0.1557
F -3.1055 2.8898 4.7329
O -2.4143 1.6345 -2.1584
O 3.7459 2.0720 -4.8058
N 4.2803 -0.0754 -4.3251
N -1.2500 0.1663 -3.4463
C -2.6012 2.2541 5.8011
C -0.6533 3.2532 2.5502
C -0.2225 -2.8222 1.5233
C 3.2310 -0.1397 -3.3272
C -1.7522 0.3432 4.3493
C 4.4355 1.0892 -4.9914
C -0.9016 2.0466 1.6498
C -2.5664 0.7652 5.5785
C -0.7169 -1.3795 1.7569
C -1.8600 0.5625 -2.3181
C 5.1118 -1.2347 -4.5738
C -0.6201 -1.1365 -3.5552
C -1.2226 1.0783 -4.5808
C -2.3181 1.4673 1.6063
C 0.6131 -2.9758 0.2611
C 2.0958 -2.5701 0.4569
C -2.2030 -1.3431 2.1071
H 4.5072 -2.0802 -4.9085
H -0.1817 1.2611 1.8860
H -0.7163 2.0043 -4.3102
H -2.2371 1.3231 -4.8941
H -0.8827 0.9707 4.1667
H 3.2105 -1.1290 -2.8779
H 0.4028 -3.1216 2.3662
H 2.2644 0.0749 -3.7866
H -2.8406 -1.4555 1.2304
H -2.4538 -2.1035 2.8488
H 5.6513 -1.5251 -3.6700
H -2.1377 0.3046 6.4681
H -1.3491 4.0652 2.3552
H -1.3869 -0.6708 4.5173
H -0.7349 -1.6719 -2.6152
H -3.5941 0.4077 5.5055
H 5.8379 -1.0006 -5.3495
H -0.6905 3.0250 3.6134
H 0.3517 3.6224 2.3455
H -0.1209 -0.9143 2.5414
H -0.6980 2.3487 0.6195
H -1.0809 -1.7228 -4.3516
H -1.8182 -0.2109 -1.5222
H -2.4390 0.9078 0.6755
H 0.4444 -1.0283 -3.7688
H 5.2539 1.0647 -5.7297
H -0.6933 0.6050 -5.4033
H 3.4026 0.6111 -2.5540
H -1.0405 -3.5415 1.4812
H -0.5613 -0.7796 0.8624
```



# C2H5O2

A 2-piece molecular cluster, C2H5O2 overall in a non-equilibrium geometry (wB97M-V/def2-TZVPD, the Open Molecules 2025 dataset).

The spin multiplicity is 2. The calculation puts the gap between HOMO and LUMO (spin up / spin down) at 0.38466 / 0.28088 hartree. The value obtained for the HOMO energy (spin up / spin down) is -0.3567 / -0.3555 Eh. As for the total charge: 0. Its expectation value of S² is 0.7539. As for the LUMO energy (spin up / spin down): 0.76 / -2.03 eV. For the relative energy (zero: lowest compared OMol25 entry of this formula, charge and spin), the calculation gives 136.18 kJ/mol.

```
9
C2H5O2, DFT wB97M-V/def2-TZVPD
O -0.7253 -1.8528 -1.6907
O 0.4297 0.9136 0.5824
C 0.4153 1.5025 1.8040
C -0.2282 -0.9246 -1.1043
H 1.2967 2.1638 1.8916
H 0.6647 -1.0801 -0.4925
H 0.4568 0.8375 2.6786
H -0.4588 2.1669 1.9453
H -0.6824 0.0653 -1.2102
```



# C4H7NO

One molecule with the formula C4H7NO (wB97M-V/def2-TZVPD, the Open Molecules 2025 dataset).

The calculation puts the gap between HOMO and LUMO at 0.38406 hartree. The value obtained for the HOMO energy is -0.3539 Eh. As for the SMILES: C[C@H]1N[C@H]1C=O. As for the total charge: 0. As for the LUMO energy: 0.82 eV. For the relative energy (zero: lowest compared OMol25 entry of this formula, charge and spin), the calculation gives 206.87 kJ/mol.

```
13
C4H7NO, DFT wB97M-V/def2-TZVPD
O -2.3137 -1.5014 -0.9267
N -0.6811 1.1767 -0.1387
C -0.8698 -0.1584 0.4305
C 0.4571 0.5046 0.4797
C 1.5879 0.1499 -0.4575
C -1.1936 -1.2586 -0.5487
H -0.3439 -1.8822 -0.8899
H 0.7596 0.8536 1.4672
H 2.2683 1.0054 -0.5475
H 2.1526 -0.7253 -0.1075
H -1.4326 -0.2384 1.3614
H 1.1771 -0.0593 -1.4519
H -1.0867 1.8810 0.4709
```



| no. | E (hartree) |
| --- | --- |
| 1 | -3288.9377 |
| 2 | -2582.8472 |
| 3 | -229.5531 |
| 4 | -286.5529 |